Entry 1:
103
Properties=species:S:1:pos:R:3:forces:R:3:lowdin_charge:R:1 method="wB97M-V/def2-TZVPD" charge=+1 e_homo_ha="-0.315 / -0.369" multiplicity=5
Rh 2.974420 11.021061 19.034235 -0.5 -1.4 1.3 0.524
O -0.330760 13.933622 21.036625 1.0 0.1 1.4 0.093
C 0.322370 14.148196 22.179646 0.0 -0.9 -0.4 -0.224
C -0.243966 14.839576 23.248590 -0.3 0.5 0.7 0.001
C 0.563442 15.284065 24.281630 -0.3 0.3 -0.1 -0.046
C 1.921754 14.908669 24.408635 0.4 -0.3 -0.3 -0.055
C 2.454965 14.028503 23.474001 -1.1 0.9 1.0 -0.016
C 1.672716 13.642551 22.378887 0.0 0.6 -2.1 -0.034
C 2.295552 13.086214 21.179522 -3.1 -0.4 0.4 -0.393
O 1.579486 12.904323 20.123996 1.3 -0.3 0.1 -0.087
N 3.572725 12.780224 21.249397 2.4 1.2 1.0 0.112
N 4.097462 12.352456 20.126201 3.2 0.8 0.8 -0.244
C 5.398194 12.587772 19.914427 0.2 0.7 -0.4 -0.777
S 6.056856 11.869549 18.438437 -0.3 0.2 0.5 0.912
C 7.677690 12.691649 18.376752 0.4 -0.2 -0.1 -0.457
C 7.759373 13.772338 19.442735 1.1 1.4 -0.4 -0.549
S 6.542691 13.728355 20.734117 -1.9 -1.3 0.2 0.963
H 0.420887 13.410558 20.471176 -1.0 0.2 0.0 0.031
H -1.306402 15.061248 23.263530 0.2 0.2 -0.3 0.126
H 0.141129 16.018960 24.986510 0.2 -0.7 -0.2 0.122
H 2.527278 15.349811 25.215506 -0.3 -0.5 -0.5 0.114
H 3.449843 13.658440 23.526149 0.7 -0.1 0.1 0.100
H 7.853931 13.225301 17.430694 -0.4 -0.7 0.0 0.092
H 8.478609 11.932169 18.495814 -0.6 0.4 0.0 0.093
H 7.727080 14.794911 18.985034 -0.2 -0.9 0.3 0.095
H 8.757011 13.711859 19.883958 -0.2 0.0 0.3 0.084
O 0.085444 9.725206 21.153954 1.8 0.6 0.0 0.035
C 1.314359 9.565588 21.218775 -1.1 -0.8 -0.3 -0.600
O 2.278508 10.435250 21.221817 -0.5 0.2 -0.7 -0.184
C 1.823490 8.144369 21.354968 -0.9 -1.0 0.4 -0.135
C 0.939993 7.192773 21.938262 0.2 1.1 0.1 0.009
C 1.465513 5.985712 22.398466 -2.4 -0.2 0.4 -0.075
C 2.774751 5.694799 22.188988 1.7 -1.0 -0.7 -0.080
C 3.586041 6.532781 21.435480 0.7 -0.4 -0.2 -0.085
C 3.132252 7.763719 21.010801 -1.6 0.5 0.8 -0.331
P 4.187647 8.929159 20.178192 0.6 0.7 -0.2 1.079
C 5.456773 9.258287 21.481104 0.2 0.8 0.8 -0.293
C 6.762116 8.747225 21.463755 -0.9 0.2 1.2 -0.088
C 7.606737 9.097708 22.522197 2.5 -0.7 -0.3 -0.103
C 7.301539 9.901914 23.588292 -1.6 0.8 0.4 -0.078
C 5.958464 10.334821 23.660939 0.8 0.1 0.5 -0.075
C 5.091966 10.065853 22.618745 -0.3 -0.1 -0.9 -0.084
C 4.985509 7.894610 18.921639 0.4 -0.9 -0.5 -0.361
C 6.250126 8.215118 18.415850 -0.1 -0.5 -0.2 -0.118
C 6.896429 7.324952 17.535596 0.6 1.2 0.6 -0.087
C 6.298122 6.182373 17.150796 -1.2 -2.3 -1.0 -0.091
C 4.966416 5.902607 17.512602 -0.1 -0.6 -0.1 -0.071
C 4.336801 6.726164 18.413528 -0.4 0.7 0.7 -0.126
H -0.124667 7.498316 22.105186 1.2 -0.4 -0.2 0.137
H 0.780754 5.244709 22.893539 0.9 0.9 -0.5 0.131
H 3.195591 4.730368 22.478440 -0.2 0.3 0.1 0.116
H 4.596158 6.224572 21.137839 -0.4 0.0 0.4 0.122
H 7.081652 7.959335 20.802284 0.1 0.2 -0.4 0.098
H 8.646587 8.705438 22.514441 -0.8 0.1 -0.2 0.117
H 8.002210 10.243764 24.372036 -0.3 -0.7 -0.7 0.119
H 5.632629 10.882401 24.568028 0.0 -0.2 -0.9 0.118
H 4.110083 10.531546 22.665463 0.0 -0.4 -0.1 0.084
H 6.767726 9.097931 18.768202 0.0 0.0 -0.1 0.061
H 7.905996 7.449347 17.162155 0.0 0.5 0.3 0.111
H 6.852946 5.427828 16.561670 -0.4 0.7 0.2 0.122
H 4.409948 5.011174 17.144649 0.8 0.7 0.3 0.127
H 3.332914 6.449060 18.788665 0.7 0.3 -0.3 0.111
C 2.516477 14.690260 17.992963 -1.0 -0.7 -0.1 -0.252
As 2.720782 12.798452 17.314548 0.2 3.3 -1.6 1.118
C 4.140219 13.339453 16.034137 -0.5 -0.3 -1.5 -0.302
C 1.122316 12.901971 16.112363 0.2 0.5 0.5 -0.326
C 0.842535 11.722738 15.194661 -1.1 -0.1 -0.5 -0.641
C 2.042861 11.389473 14.259064 -1.1 0.1 -0.3 -0.064
C 0.487320 10.518072 16.045792 -0.1 -0.8 1.2 -0.324
As 1.795420 9.765939 17.407388 -1.8 -1.5 -1.5 1.043
C 0.554164 8.431120 18.061949 -0.1 -1.3 0.9 -0.286
C 2.914177 8.713530 16.195781 -0.4 0.1 -0.6 -0.267
C -0.531305 12.116872 14.416264 0.4 -0.5 1.5 -0.382
As -1.185294 11.325304 12.736257 -0.6 0.0 -0.8 1.124
C -0.017229 12.343858 11.489294 0.1 -0.7 -1.1 -0.347
C -0.588803 9.440339 12.529638 1.5 0.2 1.2 -0.337
H 2.512379 15.384572 17.162745 -0.2 -0.1 -0.5 0.028
H 3.301425 15.060030 18.627874 0.4 -0.4 0.6 0.022
H 1.543265 14.724089 18.510015 0.5 0.2 -0.1 0.029
H 3.804222 13.333745 14.964183 0.0 0.1 1.0 0.037
H 4.977018 12.661884 16.058882 0.3 -0.1 0.2 -0.033
H 4.454800 14.349541 16.260302 0.2 0.1 0.2 0.021
H 1.238091 13.825510 15.524366 0.2 -0.2 0.2 0.091
H 0.274775 13.085762 16.802321 0.3 -0.2 -0.3 0.097
H 2.955076 11.264346 14.831946 0.2 -0.1 0.2 0.042
H 2.210766 12.235407 13.570494 0.0 -0.5 0.1 0.081
H 1.863442 10.437499 13.690720 0.1 1.0 0.3 0.085
H 0.252732 9.647579 15.419891 0.1 0.1 0.1 0.061
H -0.402545 10.674167 16.702450 0.5 0.2 -0.6 0.094
H -0.106193 8.036039 17.263578 0.5 0.1 0.3 0.045
H -0.087569 8.860927 18.856473 0.4 -0.1 -0.4 0.029
H 1.134114 7.584462 18.563880 -0.7 1.0 -0.8 0.045
H 2.478652 8.864679 15.186265 0.6 -0.1 0.5 0.021
H 2.795948 7.659046 16.446148 0.2 0.1 0.1 0.019
H 3.965487 9.030246 16.241051 -0.3 -0.2 -0.1 0.030
H -0.506216 13.179196 14.129581 0.1 -0.2 0.2 0.055
H -1.385164 12.008128 15.178999 1.2 0.2 -1.1 0.083
H 0.667098 12.930795 12.081543 0.1 0.5 0.1 -0.022
H -0.668988 12.986482 10.836451 0.8 -0.6 0.7 0.026
H 0.642113 11.694794 10.842714 -0.9 0.5 0.6 0.037
H -1.445954 8.817878 12.444311 -0.8 -0.4 0.1 -0.011
H 0.010997 9.112974 13.413498 -0.6 0.1 -0.6 -0.002
H 0.029280 9.216866 11.667762 0.1 0.4 -0.3 0.018

Entry 2:
99
Properties=species:S:1:pos:R:3:forces:R:3:lowdin_charge:R:1 method="wB97M-V/def2-TZVPD" charge=+4 relative_energy_kcal_mol=0.0 e_homo_ha="-0.637 / -0.658" multiplicity=6
Ir -0.165516 2.100271 -0.286203 -0.3 0.3 0.1 0.545
C 5.045336 2.266066 -0.702804 -0.1 0.0 0.0 0.038
O 4.067720 3.101873 -1.381158 0.2 0.0 0.0 0.040
C 2.805692 2.899059 -1.167398 -0.1 0.1 -0.2 -0.575
O 2.307154 2.055712 -0.425409 0.1 -0.2 0.3 -0.089
N 2.039153 3.773355 -1.871762 0.2 0.0 0.1 0.054
N 0.656234 3.641150 -1.802811 -0.2 -0.2 0.0 -0.041
H 5.974009 2.816830 -0.772157 0.1 0.0 0.0 0.114
H 5.122485 1.319779 -1.230342 0.0 0.0 0.0 0.100
H 4.753075 2.113923 0.332791 0.0 0.0 0.0 0.096
H 2.447254 4.380697 -2.565841 0.1 0.1 -0.1 0.184
H 0.295342 3.382188 -2.715369 -0.1 -0.1 -0.2 0.113
H 0.261394 4.538880 -1.552657 -0.1 0.2 0.0 0.107
C -4.335694 2.411725 -1.475365 0.0 0.0 0.0 -0.271
Sb -2.698467 3.075387 -0.305556 0.0 -0.1 0.1 1.306
C -2.998904 5.176699 -0.288237 0.0 0.1 0.0 -0.273
C -3.459572 2.485401 1.715261 -0.1 0.0 0.0 -0.235
C -3.382943 3.600046 2.639103 0.0 0.0 -0.1 -0.216
C -4.443367 4.539325 2.670702 -0.1 0.1 0.0 -0.014
C -4.373348 5.647204 3.462665 -0.2 -0.1 -0.1 0.029
C -3.222317 5.863840 4.267025 0.2 0.0 0.1 0.064
C -2.178475 4.948109 4.279884 0.0 0.1 0.1 0.001
C -2.233398 3.796591 3.513122 0.1 0.1 0.0 -0.216
C -1.170510 2.776268 3.648085 0.0 -0.1 0.1 -0.270
Sb 0.448699 2.856008 2.194513 0.1 0.0 0.0 1.327
C 1.903940 1.711352 3.212712 0.0 -0.1 0.0 -0.252
C 1.110394 4.853974 2.420138 0.0 0.1 0.0 -0.260
H -5.246096 2.894985 -1.121905 0.0 0.0 0.0 0.034
H -4.438866 1.330039 -1.407865 0.0 0.0 0.0 0.020
H -4.166024 2.692063 -2.515558 0.0 0.0 0.0 0.030
H -4.046964 5.405672 -0.099381 0.0 0.0 0.0 0.030
H -2.734885 5.571389 -1.270618 0.0 0.0 0.0 0.027
H -2.373732 5.652463 0.467005 0.0 0.0 0.0 0.016
H -2.847527 1.628638 1.981519 0.0 0.0 0.0 0.050
H -4.486972 2.184265 1.502623 0.0 0.0 0.0 0.094
H -5.322092 4.355991 2.062730 0.0 0.0 0.0 0.140
H -5.183437 6.365552 3.496919 0.0 -0.1 0.0 0.143
H -3.182447 6.744532 4.898432 0.0 -0.1 0.0 0.145
H -1.341220 5.108637 4.949063 0.0 0.0 0.0 0.139
H -1.563909 1.760367 3.607713 0.0 0.0 0.0 0.075
H -0.665195 2.895232 4.608647 0.0 0.0 -0.1 0.092
H 2.369845 2.325350 3.982017 0.0 0.0 0.0 0.037
H 2.649941 1.371500 2.495371 0.0 0.0 0.0 0.010
H 1.429723 0.845606 3.672027 0.0 0.0 0.0 0.021
H 1.368805 5.025907 3.464909 0.0 0.0 0.0 0.036
H 0.334352 5.554217 2.114700 0.0 0.0 0.0 0.014
H 1.998502 5.014633 1.809445 0.0 0.0 0.0 0.024
C -1.282916 -1.219599 -0.195142 0.0 0.0 0.0 -0.373
C -1.361819 -2.626678 -0.796158 0.1 -0.1 -0.1 -0.327
As -0.179436 -4.004473 -0.042783 0.0 0.0 0.1 1.491
C -1.128885 -5.569498 0.351029 0.0 0.0 -0.1 -0.393
C -2.433897 -5.524088 0.864386 -0.1 0.1 0.0 -0.095
C -3.082331 -6.700626 1.172857 0.0 0.1 0.0 -0.035
C -2.427542 -7.919820 0.999690 0.0 0.0 0.0 0.000
C -1.120702 -7.967387 0.522698 0.0 0.0 0.0 -0.025
C -0.460945 -6.796136 0.208442 0.1 -0.1 0.0 -0.076
C 1.261438 -4.342864 -1.253193 0.0 -0.2 0.0 -0.411
C 2.575733 -4.168026 -0.832085 -0.1 -0.1 0.1 -0.117
C 3.611515 -4.441105 -1.715395 -0.1 0.0 0.0 -0.044
C 3.329599 -4.887085 -3.000306 0.0 0.0 0.0 -0.031
C 2.012838 -5.063073 -3.413264 0.0 0.0 0.0 -0.052
C 0.970474 -4.793684 -2.541093 -0.1 0.0 0.0 -0.104
P 0.190130 -0.222560 -0.676117 0.0 0.0 -0.2 0.898
C 0.364752 -0.415631 -2.461694 0.1 -0.1 0.0 -0.369
C 1.203931 -1.368117 -3.044822 0.0 0.0 0.0 -0.082
C 1.262440 -1.488404 -4.425837 0.0 0.0 0.0 -0.028
C 0.483529 -0.673813 -5.235186 0.0 0.0 -0.1 -0.023
C -0.369137 0.264253 -4.665233 0.0 0.0 0.0 -0.048
C -0.426189 0.394284 -3.286966 0.0 0.0 0.0 -0.127
C 1.595499 -0.961159 0.179231 0.0 0.0 0.0 -0.378
C 1.420090 -1.474727 1.469317 -0.1 0.0 0.0 -0.145
C 2.495739 -1.996178 2.173386 0.1 0.0 0.0 -0.062
C 3.760243 -2.008923 1.597205 0.1 0.1 0.1 -0.045
C 3.941894 -1.498305 0.318286 0.1 0.1 0.0 -0.061
C 2.871566 -0.969517 -0.385414 0.1 0.2 0.0 -0.108
H -1.354981 -1.236513 0.894930 0.0 0.0 0.0 0.073
H -2.147977 -0.655424 -0.553609 0.0 0.0 0.0 0.075
H -1.102352 -2.605994 -1.856984 0.0 0.0 0.0 0.073
H -2.378668 -3.009925 -0.721456 0.0 0.0 0.1 0.080
H -2.939335 -4.576635 1.009861 0.0 0.0 0.0 0.102
H -4.094692 -6.684349 1.552705 0.0 0.0 0.0 0.126
H -2.943606 -8.840416 1.240723 0.0 0.0 0.0 0.133
H -0.624322 -8.920114 0.401590 0.0 0.0 0.0 0.130
H 0.554601 -6.826465 -0.169545 0.0 0.0 0.0 0.112
H 2.795012 -3.828092 0.173992 -0.1 -0.2 -0.1 0.085
H 4.637977 -4.323188 -1.394595 0.0 0.0 0.0 0.121
H 4.140102 -5.114799 -3.681004 0.0 0.0 0.0 0.126
H 1.801115 -5.430106 -4.408917 0.0 0.0 0.0 0.126
H -0.052308 -4.951265 -2.865879 0.0 0.0 0.0 0.120
H 1.805983 -2.025908 -2.430901 0.0 0.0 -0.1 0.082
H 1.917754 -2.225702 -4.872298 0.0 0.0 0.0 0.121
H 0.533429 -0.774100 -6.312590 0.0 0.0 0.0 0.130
H -0.992135 0.884085 -5.297799 0.0 0.0 0.0 0.121
H -1.114282 1.112821 -2.846074 0.0 0.0 0.0 0.063
H 0.444842 -1.478650 1.945644 0.0 0.0 0.0 0.094
H 2.345607 -2.396155 3.168033 0.0 0.0 0.0 0.126
H 4.602081 -2.418630 2.142590 0.0 0.0 0.0 0.132
H 4.925124 -1.520867 -0.137051 0.0 0.0 0.0 0.128
H 3.036280 -0.569459 -1.377908 0.0 0.0 0.1 0.109

The records above give, respectively, strongest force on any atom values of 3.7 0.4 eV Å⁻¹.
The records above give, respectively, electronic energy values of -269933.9962 -135367.7947 eV.